{"formula": "C19H27MnN5OP2", "method": "the ωB97M-V functional and the def2-TZVPD basis", "multiplicity": 7, "charge": 1, "elements": ["Mn", "P", "P", "N", "N", "H", "H", "H", "C", "H", "C", "H", "H", "C", "C", "H", "C", "H", "H", "H", "H", "H", "O", "C", "C", "C", "H", "H", "H", "H", "H", "H", "H", "C", "H", "N", "C", "C", "C", "C", "C", "C", "C", "N", "C", "C", "N", "C", "H", "H", "H", "H", "H", "H", "H"], "coordinates": [[0.195, -0.029, -1.115], [1.003, 1.984, -0.893], [1.862, -1.423, -0.687], [-1.354, 0.852, -1.890], [-0.679, -1.620, -1.865], [-3.238, 0.365, -2.776], [-2.663, -2.209, -2.388], [-2.956, -0.193, -1.089], [-2.490, -0.060, -2.082], [-1.773, -1.343, -3.673], [-1.924, -1.403, -2.572], [-2.243, 2.503, -2.786], [-0.635, -3.699, -2.155], [-1.363, 2.083, -2.269], [-0.094, -2.823, -1.759], [-0.496, 3.917, -1.541], [-0.175, 2.960, -1.994], [0.343, 3.201, -2.939], [3.073, -1.161, -1.394], [2.426, -1.590, 0.614], [2.281, 2.336, -1.383], [0.984, 2.810, 0.279], [1.221, 0.456, -2.750], [0.865, 0.081, -4.057], [1.209, 1.236, -5.013], [1.599, -1.206, -4.467], [-0.230, -0.104, -4.144], [0.603, 2.133, -4.789], [2.275, 1.505, -4.900], [1.027, 0.959, -6.068], [1.403, -2.007, -3.736], [1.286, -1.554, -5.470], [2.689, -1.021, -4.486], [1.159, -2.983, -1.181], [1.634, -3.960, -1.063], [0.349, 1.436, 9.560], [0.192, 1.177, 8.442], [-0.004, 0.853, 7.053], [-0.991, 1.503, 6.298], [-1.192, 1.167, 4.950], [-0.428, 0.150, 4.365], [0.555, -0.503, 5.132], [0.776, -0.146, 6.462], [-0.630, -0.261, 3.005], [-0.831, -1.532, 2.624], [-0.792, -1.581, 1.258], [-0.534, -0.345, 0.777], [-0.475, 0.459, 1.868], [-1.612, 2.263, 6.757], [-1.964, 1.665, 4.379], [1.167, -1.280, 4.688], [1.549, -0.653, 7.031], [-0.937, -2.375, 3.296], [-0.836, -2.490, 0.685], [-0.185, 1.499, 1.851]]}

{"formula": "C19H27N5O3S", "method": "the ωB97M-V functional and the def2-TZVPD basis", "smiles": "Cn1c(=O)c2c(SCC(=O)N3CCCC3)nc(CC(C)(C)C)nc2n(C)c1=O", "elements": ["C", "N", "C", "O", "C", "C", "S", "C", "C", "O", "N", "C", "C", "C", "C", "N", "C", "C", "C", "C", "C", "C", "N", "C", "N", "C", "C", "O", "H", "H", "H", "H", "H", "H", "H", "H", "H", "H", "H", "H", "H", "H", "H", "H", "H", "H", "H", "H", "H", "H", "H", "H", "H", "H", "H"], "coordinates": [[-4.736, -0.161, 0.036], [-3.414, 0.438, -0.016], [-2.514, -0.160, -0.884], [-2.883, -1.018, -1.658], [-1.163, 0.382, -0.819], [-0.031, -0.144, -1.452], [0.069, -1.739, -2.189], [-0.789, -2.800, -0.966], [-0.591, -2.254, 0.433], [-1.504, -1.713, 1.040], [0.639, -2.355, 0.954], [1.800, -2.996, 0.366], [2.939, -2.628, 1.315], [2.238, -2.510, 2.666], [0.910, -1.861, 2.295], [1.105, 0.532, -1.515], [1.194, 1.689, -0.877], [2.464, 2.464, -0.988], [3.641, 1.826, -0.212], [4.788, 2.838, -0.162], [3.195, 1.494, 1.213], [4.109, 0.558, -0.926], [0.246, 2.188, -0.097], [-0.922, 1.551, -0.072], [-1.902, 2.074, 0.710], [-1.604, 3.251, 1.500], [-3.162, 1.504, 0.816], [-3.995, 1.957, 1.567], [-4.658, -1.165, 0.452], [-5.369, 0.460, 0.665], [-5.138, -0.226, -0.975], [-0.345, -3.786, -1.093], [-1.852, -2.820, -1.205], [1.975, -2.637, -0.651], [1.654, -4.083, 0.335], [3.731, -3.373, 1.312], [3.363, -1.665, 1.030], [2.799, -1.915, 3.383], [2.066, -3.500, 3.090], [0.085, -2.126, 2.959], [0.988, -0.767, 2.275], [2.275, 3.464, -0.598], [2.738, 2.528, -2.042], [5.083, 3.133, -1.166], [5.652, 2.402, 0.333], [4.493, 3.730, 0.386], [2.421, 0.730, 1.201], [2.792, 2.377, 1.703], [4.035, 1.126, 1.798], [4.539, 0.806, -1.894], [3.271, -0.113, -1.094], [4.867, 0.048, -0.336], [-0.785, 3.037, 2.186], [-1.308, 4.066, 0.842], [-2.502, 3.513, 2.055]]}

One value per record, in order, for relative energy (zero: lowest compared OMol25 entry of this formula, charge and spin): 1.107, 0.215 eV.